The following is a quantum chemistry calculation of an isolated molecule of C21H21N3O4, from OMol25.

Geometry as XYZ:
```
49
Properties=species:S:1:pos:R:3:forces:R:3
N 2.1574 0.5407 -0.7404 0.1 -0.2 0.2
C 1.6484 1.6915 -1.2204 0.0 -0.6 0.3
N 0.5015 2.2088 -0.9784 -0.4 1.2 0.0
O -0.3292 1.5827 -0.0098 0.2 -0.7 -0.8
C 0.0494 1.6305 1.2698 0.1 0.1 0.7
O 1.1233 2.0022 1.6634 -0.1 0.0 -0.1
C -1.0850 1.1231 2.1370 0.3 0.0 0.0
C -0.5656 0.2388 3.2754 -0.2 0.0 -0.1
C -1.6547 -0.7026 3.8039 0.2 -0.1 0.1
C -1.1425 -2.0798 4.2329 -0.2 0.1 -0.1
C -0.3936 -2.8425 3.1264 0.1 -0.1 0.4
N -0.9547 -2.6154 1.8125 0.2 -0.1 0.3
C -0.2892 -1.9279 0.8176 0.1 0.0 0.0
O 0.8466 -1.5170 0.9042 0.0 0.0 0.0
C -1.2374 -1.8216 -0.3115 -0.7 -0.1 -0.2
C -1.1127 -1.2071 -1.5396 0.0 -0.1 0.1
C -2.2102 -1.2529 -2.3946 0.1 0.0 0.0
C -3.3807 -1.8974 -2.0271 -0.1 -0.1 0.1
C -3.5036 -2.5198 -0.7875 0.1 0.0 0.1
C -2.4197 -2.4690 0.0626 0.2 0.3 -0.5
C -2.2391 -2.9990 1.4370 -0.1 -0.1 0.0
O -2.9989 -3.6313 2.1234 0.0 0.0 0.0
C 2.4582 2.4315 -2.2133 0.2 0.2 -0.3
C 3.8399 2.5206 -2.0799 -0.1 -0.1 0.1
C 4.5856 3.2180 -3.0138 0.1 0.0 -0.1
C 3.9616 3.8284 -4.0881 0.0 0.0 0.0
C 2.5842 3.7523 -4.2193 0.0 0.0 0.0
C 1.8346 3.0612 -3.2862 0.0 -0.1 0.1
H 3.1118 0.3008 -0.9390 -0.1 0.0 -0.1
H 1.7016 0.0206 -0.0033 0.0 0.0 0.0
H -1.6168 1.9905 2.5335 -0.1 0.0 -0.1
H -1.7738 0.5752 1.4900 0.0 0.0 0.1
H -0.1809 0.8684 4.0774 0.1 0.0 0.0
H 0.2805 -0.3346 2.9003 0.0 0.0 0.0
H -2.1601 -0.2452 4.6560 -0.1 0.0 0.0
H -2.4151 -0.8481 3.0321 -0.1 0.0 0.0
H -0.4693 -1.9820 5.0855 0.0 -0.1 0.1
H -2.0037 -2.6726 4.5452 0.1 0.0 0.1
H 0.6512 -2.5292 3.0689 -0.1 -0.1 0.0
H -0.4271 -3.9143 3.3415 0.1 0.1 0.0
H -0.2030 -0.7021 -1.8221 0.1 0.1 0.0
H -2.1475 -0.7739 -3.3598 0.0 0.0 -0.1
H -4.2148 -1.9150 -2.7126 -0.1 0.0 -0.1
H -4.4132 -3.0203 -0.4943 -0.1 0.0 0.0
H 4.3364 2.0752 -1.2294 0.0 0.0 0.1
H 5.6574 3.2878 -2.8993 0.1 0.0 0.0
H 4.5470 4.3688 -4.8173 0.0 0.0 -0.1
H 2.0944 4.2353 -5.0518 0.0 0.0 -0.1
H 0.7615 2.9998 -3.3685 -0.1 0.0 0.0
```
Forces are in eV/Å.

Results
* energy above the lowest of the compared OMol25 structures with the same formula, charge and spin: 180.8 kJ/mol
* electronic energy: -1278.09745 Eh
* structure (SMILES): N/C(=N\OC(=O)CCCCCN1C(=O)c2ccccc2C1=O)c1ccccc1
* frontier orbital gap: 0.3058 Ha
* LUMO energy: -0.60 eV

In the Löwdin picture, each atom carries the following charge in e: 0.20 -0.37 0.13 -0.02 -0.52 0.12 -0.08 -0.17 -0.19 -0.17 -0.11 0.04 -0.35 0.10 -0.07 0.02 -0.05 -0.06 0.01 -0.07 -0.36 0.14 -0.16 -0.04 -0.08 -0.09 -0.08 -0.03 0.10 0.06 0.13 0.11 0.12 0.09 0.12 0.10 0.12 0.11 0.12 0.13 0.11 0.11 0.11 0.12 0.11 0.10 0.10 0.10 0.11



The following is a quantum chemistry calculation of an isolated molecule of C21H21N5O2S, from OMol25.

Geometry as XYZ:
```
50
Properties=species:S:1:pos:R:3:forces:R:3
O 1.3903 -1.0450 -0.9627 0.4 -0.1 -0.1
C 0.2152 -0.7763 -0.8234 -0.4 -0.1 0.3
N -0.7092 -0.7993 -1.7808 -0.3 0.0 -0.3
C -0.3725 -0.8872 -3.1863 0.4 -0.1 0.0
C -0.4058 0.5068 -3.8316 0.0 0.0 0.1
C -1.8562 0.6613 -4.2758 0.1 0.0 -0.2
C -2.1851 -0.7176 -4.8458 -0.1 0.0 0.0
C -1.4413 -1.7062 -3.9350 0.0 -0.1 -0.1
C -0.3323 -0.4733 0.6130 0.4 0.0 -0.3
C -1.4774 0.5084 0.7110 -0.2 0.2 0.3
C -1.5249 1.4573 1.7311 -0.1 0.0 0.0
C -2.6013 2.3240 1.7894 0.0 -0.1 -0.1
C -3.6087 2.2192 0.8420 0.1 0.0 0.0
C -3.4857 1.2330 -0.1193 -0.3 0.2 0.1
N -2.4594 0.4011 -0.1779 0.1 -0.2 0.1
N 0.8098 -0.0198 1.3849 -0.5 0.0 -0.1
C 1.4138 1.1023 0.9207 0.0 0.2 0.2
O 0.9834 1.7461 -0.0188 0.2 0.0 -0.1
C 2.5808 1.5635 1.7142 1.1 0.9 -0.8
C 3.6988 2.1830 1.2046 0.0 -0.1 0.4
S 4.7194 2.5871 2.5051 -0.6 -0.2 -0.9
N 3.6344 1.9617 3.5976 0.8 0.3 1.3
N 2.6113 1.4802 3.0609 -1.1 -0.4 0.3
C 1.4036 -0.8996 2.3178 0.2 -0.5 0.3
C 0.6736 -1.3203 3.4220 0.1 0.0 -0.2
C 1.2499 -2.1809 4.3384 0.0 0.0 0.0
C 2.5487 -2.6245 4.1566 0.0 0.0 0.1
C 3.2681 -2.2199 3.0444 0.0 0.0 0.0
C 2.6976 -1.3658 2.1194 -0.2 -0.1 -0.1
H -1.6299 -0.4360 -1.5306 0.2 -0.2 0.1
H 0.6219 -1.3362 -3.2384 -0.2 0.1 0.0
H -0.0838 1.2733 -3.1283 0.1 0.0 0.0
H 0.2552 0.5273 -4.6986 0.0 0.0 -0.1
H -1.9888 1.4563 -5.0080 -0.1 0.1 0.0
H -2.4895 0.8778 -3.4140 -0.1 0.1 0.1
H -1.8030 -0.7886 -5.8650 0.0 0.0 -0.1
H -3.2562 -0.9119 -4.8737 0.0 0.0 -0.1
H -2.1199 -2.1570 -3.2110 0.0 -0.1 0.0
H -0.9885 -2.5111 -4.5114 0.0 -0.1 0.0
H -0.6585 -1.4390 1.0186 0.1 0.2 0.0
H -0.7346 1.5220 2.4624 0.1 0.0 0.0
H -2.6534 3.0720 2.5669 0.0 0.1 0.1
H -4.4610 2.8795 0.8520 -0.1 0.0 0.0
H -4.2396 1.0901 -0.8830 -0.1 0.1 0.0
H 3.9369 2.3868 0.1821 0.0 0.0 -0.3
H -0.3363 -0.9643 3.5649 -0.1 0.1 0.0
H 0.6842 -2.5007 5.2008 0.0 0.0 0.1
H 2.9978 -3.2908 4.8776 0.0 -0.1 0.1
H 4.2752 -2.5783 2.8914 0.1 0.0 0.0
H 3.2329 -1.0703 1.2297 0.0 0.0 -0.1
```
Forces are in eV/Å.

Results
* energy above the lowest of the compared OMol25 structures with the same formula, charge and spin: 95.3 kJ/mol
* electronic energy: -1635.30108 Eh
* structure (SMILES): O=C(NC1CCCC1)[C@H](c1ccccn1)N(C(=O)c1csnn1)c1ccccc1
* frontier orbital gap: 0.3314 Ha
* LUMO energy: 0.27 eV

In the Löwdin picture, each atom carries the following charge in e: 0.08 -0.43 0.11 -0.29 -0.13 -0.19 -0.19 -0.13 -0.09 -0.20 0.00 -0.05 -0.06 -0.12 0.09 0.02 -0.41 0.11 -0.30 -0.31 1.00 -0.32 -0.03 -0.23 -0.02 -0.08 -0.09 -0.07 -0.02 0.10 0.14 0.12 0.12 0.11 0.10 0.11 0.10 0.11 0.11 0.17 0.12 0.11 0.10 0.11 0.08 0.12 0.10 0.10 0.11 0.12



The following is a quantum chemistry calculation of an isolated molecule of C21H21NO4, from OMol25.

Geometry as XYZ:
```
47
Properties=species:S:1:pos:R:3:forces:R:3
C -0.1755 1.6468 -6.5836 -0.1 0.3 0.3
C -0.9271 2.7180 -5.7979 -0.1 -0.3 -0.3
O -0.0818 3.4661 -4.9490 0.2 0.2 0.1
C 0.3638 2.9199 -3.7814 0.1 0.0 0.2
C -0.0282 1.7003 -3.2485 -0.1 0.2 -0.4
C 0.4795 1.2624 -2.0329 0.3 -0.1 0.3
C 1.3896 2.0357 -1.3313 0.0 0.1 -0.3
O 1.9648 1.7001 -0.1300 -0.1 0.2 0.0
C 1.6148 0.4844 0.4727 0.1 -0.5 0.2
C 0.2054 0.4566 0.9813 -0.2 0.8 -0.1
C -0.7530 1.4259 1.0706 0.5 -0.3 0.0
C -1.8819 0.8062 1.6491 0.1 -0.8 0.3
C -1.5273 -0.4948 1.8917 -0.7 1.0 -0.2
C -2.3500 -1.5822 2.4488 0.0 -0.1 -0.1
O -3.5663 -1.5488 2.3709 0.0 0.2 0.0
N -1.6804 -2.6335 3.0044 -0.1 -0.2 0.0
C -2.4339 -3.8191 3.3601 -0.3 -0.1 0.0
C -0.3226 -2.5861 3.3797 0.5 0.0 0.3
C 0.1576 -1.5145 4.1291 -0.1 -0.2 0.1
C 1.4864 -1.4699 4.5042 0.0 0.1 0.0
C 2.3444 -2.5011 4.1582 0.1 0.0 0.0
C 1.8639 -3.5803 3.4371 0.1 0.0 0.0
C 0.5371 -3.6272 3.0488 -0.2 0.1 0.0
O -0.2538 -0.7085 1.4716 0.2 -0.1 -0.3
C 1.7846 3.2631 -1.8650 -0.1 -0.2 0.1
C 1.2808 3.6970 -3.0681 -0.1 -0.1 -0.1
H 0.6196 2.1075 -7.1644 0.1 0.0 -0.1
H -0.8590 1.1396 -7.2590 -0.1 -0.1 -0.1
H 0.2695 0.9148 -5.9141 0.0 -0.1 0.0
H -1.7561 2.2768 -5.2307 0.0 0.1 0.0
H -1.3409 3.4595 -6.4874 0.0 -0.1 0.1
H -0.7390 1.0680 -3.7565 -0.1 0.0 -0.1
H 0.1395 0.3129 -1.6507 0.0 -0.1 0.1
H 1.7794 -0.3665 -0.2061 0.0 0.1 0.1
H 2.3063 0.3754 1.3173 -0.1 -0.1 -0.2
H -0.6635 2.4449 0.7551 0.1 0.2 -0.1
H -2.8299 1.2511 1.8694 -0.2 0.0 0.1
H -2.1738 -4.1395 4.3689 0.0 0.0 0.0
H -3.4915 -3.5620 3.3150 0.1 -0.1 0.0
H -2.2373 -4.6343 2.6605 0.0 0.0 0.0
H -0.5169 -0.7180 4.4086 -0.1 0.1 0.0
H 1.8511 -0.6312 5.0787 0.0 0.1 0.1
H 3.3817 -2.4656 4.4552 0.1 0.0 0.0
H 2.5265 -4.3901 3.1696 0.0 -0.1 0.0
H 0.1707 -4.4652 2.4762 -0.1 -0.1 -0.1
H 2.4926 3.8596 -1.3125 0.1 0.1 0.1
H 1.5800 4.6457 -3.4840 0.0 0.1 0.0
```
Forces are in eV/Å.

Results
* energy above the lowest of the compared OMol25 structures with the same formula, charge and spin: 200.1 kJ/mol
* electronic energy: -1168.51723 Eh
* structure (SMILES): CCOc1ccc(OCc2ccc(C(=O)N(C)c3ccccc3)o2)cc1
* frontier orbital gap: 0.3197 Ha
* LUMO energy: 0.71 eV

In the Löwdin picture, each atom carries the following charge in e: -0.07 -0.25 -0.06 -0.27 -0.01 -0.01 -0.28 -0.03 -0.12 -0.24 0.01 0.03 -0.18 -0.39 0.08 -0.04 -0.01 -0.24 -0.02 -0.08 -0.09 -0.08 -0.02 0.08 0.00 0.00 0.08 0.08 0.07 0.12 0.12 0.11 0.11 0.14 0.14 0.12 0.12 0.10 0.09 0.09 0.13 0.11 0.10 0.10 0.11 0.12 0.12